(1)
174
Properties=species:S:1:pos:R:3:forces:R:3:lowdin_charge:R:1 method="wB97M-V/def2-TZVPD" multiplicity=1 total_charge=0 homo_lumo_gap_ev=6.63 e_homo_ev=-7.5668 energy_ha=-4768.98042
C 4.0642 3.2049 0.4465 0.679 -0.352 0.341 -0.149
C 4.7993 4.2956 -0.4795 -1.021 0.102 0.316 -0.243
C 3.8290 4.5946 -1.7355 0.665 -0.164 -0.055 -0.208
C 3.4077 3.2289 -2.5187 -0.052 0.638 0.362 -0.186
C 1.8950 2.7649 -2.1886 0.294 0.056 -0.531 -0.204
C 1.0821 2.3516 -3.5105 -0.056 0.505 0.384 -0.196
C 0.5833 3.6667 -4.2997 0.618 -0.119 -0.540 -0.205
C 1.3345 3.6954 -5.7324 -0.362 0.258 1.038 -0.217
C 0.6460 2.6624 -6.7687 0.912 0.497 -0.047 -0.188
C 1.7376 1.6554 -7.4217 -1.038 0.157 -1.048 -0.203
C 1.3832 0.0989 -7.1502 0.370 0.688 0.107 -0.197
C 2.4568 -0.5308 -6.1228 -0.548 -0.122 -0.666 -0.191
C 3.1389 -1.8164 -6.8073 1.094 -0.186 0.487 -0.207
C 3.0945 -3.1456 -5.9009 -0.697 -0.121 -0.801 -0.188
C 1.5631 -3.4111 -5.5261 -2.065 -0.499 1.242 -0.184
C 0.4891 -3.5458 -6.6426 -1.586 -0.281 4.251 0.024
C -0.9791 -3.7741 -6.1765 1.501 -0.397 1.397 -0.160
C -2.2110 -3.8828 -7.2305 0.670 1.816 1.210 -0.164
C -3.3387 -2.8380 -6.6715 -0.306 -0.268 -1.343 -0.210
C -2.7291 -1.3745 -6.4151 -0.469 0.558 -0.447 -0.284
N -2.6189 -0.9780 -4.9782 0.369 -0.198 -0.472 -0.027
C -1.3928 -3.9163 -4.6615 3.844 0.730 -0.347 0.026
C -0.3259 -3.7848 -3.5527 0.764 0.371 -4.406 -0.196
C 1.1537 -3.5175 -4.0374 -2.549 -0.125 -1.475 -0.341
S 2.3828 -3.3073 -2.6412 -1.802 0.857 -0.162 0.867
C 1.3670 -2.3040 -1.4299 -2.626 1.160 1.346 -0.392
C 1.9107 -1.0985 -0.6300 -4.327 -1.265 0.177 -0.019
C 0.8917 -0.3568 0.3089 -0.799 -2.228 -1.032 -0.098
C 1.3845 0.9277 1.1196 -0.538 0.394 -1.499 -0.268
N 1.6765 0.6896 2.5660 0.173 1.242 0.008 0.001
C -0.5992 -0.8281 0.4809 1.578 -1.671 -1.797 -0.097
C -1.6386 -0.0975 1.4769 0.977 -0.880 -0.253 -0.206
C -1.9809 -0.9814 2.7849 -0.906 0.629 -0.351 -0.268
C -3.3896 -0.4036 3.3565 0.456 -1.085 -0.378 -0.561
I -3.1586 1.6852 4.0364 2.919 -1.281 0.681 0.925
C -1.1264 -2.0503 -0.3351 4.480 1.004 -0.968 0.055
C -0.1342 -2.7732 -1.3142 0.689 3.173 2.391 -0.199
N -0.6682 -3.8995 -2.1133 1.755 0.579 -0.761 -0.018
H 2.9141 3.3254 0.4568 1.963 0.031 0.011 0.073
H 4.4818 3.2800 1.5219 -0.822 -0.129 -1.597 0.076
H 4.3080 2.1293 0.0979 -0.476 1.681 0.437 0.073
H 5.8429 3.9286 -0.7877 -1.597 0.519 0.349 0.112
H 4.9262 5.2442 0.1688 -0.118 -1.366 -1.252 0.093
H 4.3289 5.3019 -2.4993 -0.676 -1.026 1.347 0.107
H 2.9022 5.1404 -1.3284 1.287 -0.874 -0.656 0.107
H 3.5932 3.4473 -3.6307 -0.547 -0.583 1.555 0.095
H 4.0904 2.3682 -2.2021 -0.701 1.263 -0.583 0.103
H 1.9621 1.8820 -1.4610 -0.343 1.319 -1.032 0.076
H 1.3644 3.6546 -1.6979 0.585 -1.426 -0.493 0.104
H 1.8224 1.8082 -4.2012 -1.310 0.394 1.031 0.096
H 0.1851 1.6873 -3.2330 1.473 0.813 -0.457 0.112
H -0.5442 3.6819 -4.5056 1.540 -0.128 0.476 0.107
H 0.8388 4.6107 -3.6859 -0.352 -1.430 -0.976 0.108
H 2.4359 3.4152 -5.5296 -1.696 0.430 -0.503 0.087
H 1.3211 4.7819 -6.0888 0.006 -1.564 0.101 0.103
H -0.1777 2.0379 -6.2492 1.304 1.156 -0.817 0.106
H 0.1869 3.3060 -7.6075 0.448 -1.193 1.323 0.106
H 2.8187 1.9284 -7.1233 -1.799 -0.554 -0.208 0.102
H 1.7009 1.8255 -8.5676 0.098 -0.290 1.788 0.102
H 1.3587 -0.4232 -8.1761 0.293 0.524 1.697 0.101
H 0.3232 -0.0475 -6.7115 1.636 0.508 -0.699 0.089
H 3.2538 0.2589 -5.8479 -1.216 -1.325 -0.574 0.105
H 1.8946 -0.7559 -5.1520 0.943 -0.091 -1.295 0.104
H 2.6953 -2.0965 -7.8281 0.405 0.694 1.567 0.094
H 4.2395 -1.5304 -7.0164 -1.618 -0.663 0.276 0.114
H 3.4735 -4.0363 -6.5356 -0.626 1.378 0.988 0.121
H 3.7928 -3.0782 -5.0011 -1.282 0.036 -1.053 0.082
H 0.7590 -3.4467 -7.7568 -0.533 -0.208 2.049 0.111
H -2.6029 -4.9479 -7.3264 0.566 1.468 0.037 0.108
H -1.8781 -3.4238 -8.2393 -0.413 -1.152 1.528 0.113
H -4.1288 -2.7165 -7.5107 1.194 -0.319 1.325 0.105
H -3.9174 -3.2742 -5.7782 1.045 0.837 -1.165 0.098
H -3.4302 -0.5972 -6.9093 0.981 -1.324 0.589 0.102
H -1.7115 -1.2309 -6.9493 -1.555 -0.520 0.887 0.104
H -3.0409 -1.6692 -4.3454 0.652 0.479 -0.487 0.050
H -1.6457 -0.7618 -4.7115 -0.914 -0.557 -0.053 0.059
H -2.4858 -4.0746 -4.3597 1.923 0.182 -0.559 0.100
H 2.9921 -0.7587 -0.7536 -1.764 -0.485 0.247 0.100
H 2.2781 1.3729 0.5345 -1.385 -0.969 1.231 0.060
H 0.5599 1.7351 1.0530 1.218 -1.287 -0.189 0.118
H 2.5964 1.1145 2.7947 -0.761 -0.511 -0.382 0.041
H 1.0105 1.2727 3.1143 0.553 -0.775 -0.481 0.071
H -2.6185 -0.0067 0.8862 1.416 0.222 0.859 0.115
H -1.2272 0.9220 1.8203 -0.881 -1.561 -0.785 0.055
H -1.1867 -0.9071 3.6072 -1.008 -0.154 -1.369 0.112
H -2.1292 -2.0811 2.4507 0.295 2.101 0.768 0.078
H -3.7629 -0.9776 4.2722 0.527 0.872 -1.379 0.042
H -4.1594 -0.4406 2.5064 0.954 0.249 1.422 0.060
H -2.1830 -2.4689 -0.2828 1.568 0.780 0.020 0.097
H -0.1883 -4.7598 -1.7736 -0.507 0.658 -0.232 0.128
C -7.2754 -4.6007 3.4787 0.052 0.009 -0.024 -0.064
C -6.2599 -4.0167 4.2307 0.013 -0.101 -0.223 -0.064
C -4.9589 -3.9876 3.7401 0.051 0.069 0.062 -0.005
C -4.6868 -4.5436 2.4910 -0.799 0.006 0.321 -0.138
C -5.6976 -5.1365 1.7369 0.009 -0.039 -0.136 0.011
C -6.9950 -5.1633 2.2368 0.127 0.173 0.191 -0.054
N -3.3232 -4.4925 1.9597 0.498 -0.142 -0.261 -0.327
O -2.4579 -3.9798 2.6587 -0.494 -0.651 -0.297 0.038
O -3.1264 -4.9594 0.8473 -0.094 0.289 0.561 0.075
H -8.2913 -4.6166 3.8623 0.123 -0.015 -0.042 0.109
H -6.4839 -3.5809 5.1988 0.081 -0.043 -0.113 0.109
H -4.1766 -3.5296 4.3356 0.028 -0.117 -0.234 0.114
H -5.4933 -5.5756 0.7663 0.136 0.106 0.157 0.120
H -7.7896 -5.6190 1.6577 0.196 -0.010 0.094 0.079
C 8.3291 7.9091 4.3931 -0.009 0.008 -0.018 -0.069
C 6.9949 8.2633 4.5698 0.128 -0.044 -0.225 -0.063
C 6.1480 8.3586 3.4706 -0.076 0.012 0.041 -0.001
C 6.6481 8.0919 2.1973 0.503 -0.060 0.683 -0.148
C 7.9848 7.7442 2.0129 0.071 -0.043 -0.081 -0.004
C 8.8250 7.6542 3.1178 -0.266 0.074 0.076 -0.067
N 5.7539 8.1659 1.0394 -0.390 0.052 -0.476 -0.349
O 4.5916 8.4917 1.2369 0.582 -0.172 -0.086 0.069
O 6.2187 7.8929 -0.0581 -0.205 0.129 0.528 0.063
H 8.9859 7.8301 5.2542 -0.091 -0.004 -0.106 0.109
H 6.6141 8.4621 5.5660 0.006 -0.037 -0.148 0.110
H 5.1104 8.6352 3.6218 0.120 -0.072 -0.229 0.119
H 8.3827 7.5399 1.0249 -0.257 0.060 0.067 0.118
H 9.8667 7.3813 2.9858 -0.137 0.027 -0.031 0.108
C 5.7821 -0.2443 4.4133 0.063 0.246 -0.309 -0.074
C 7.1275 0.0356 4.6360 -0.235 0.243 0.082 -0.056
C 7.5093 1.2830 5.1197 0.100 -0.035 0.042 -0.002
C 6.5328 2.2428 5.3816 -0.192 -0.707 -0.274 -0.150
C 5.1846 1.9713 5.1537 -0.114 0.019 0.023 -0.001
C 4.8127 0.7220 4.6671 0.310 0.124 0.067 -0.058
N 6.9275 3.5488 5.9145 0.150 0.485 0.172 -0.349
O 8.1210 3.7586 6.0842 -0.577 -0.078 -0.084 0.063
O 6.0418 4.3547 6.1634 0.439 -0.366 -0.128 0.064
H 5.4886 -1.2172 4.0416 0.081 0.367 -0.124 0.088
H 7.8793 -0.7210 4.4350 -0.054 0.117 0.011 0.111
H 8.5607 1.4883 5.2888 -0.207 0.169 0.049 0.117
H 4.4192 2.7143 5.3504 0.264 0.030 0.046 0.119
H 3.7657 0.4991 4.4892 0.119 -0.006 0.068 0.095
C 6.8163 -3.9543 9.7935 -0.014 0.008 -0.035 -0.072
C 7.5230 -4.6974 8.8524 -0.195 0.178 -0.042 -0.067
C 7.2444 -4.5516 7.4977 0.074 -0.055 -0.053 -0.001
C 6.2570 -3.6536 7.0960 0.181 -0.063 0.836 -0.140
C 5.5406 -2.9123 8.0336 -0.076 0.095 -0.012 0.003
C 5.8243 -3.0668 9.3865 0.166 -0.161 -0.144 -0.065
N 5.9772 -3.4779 5.6695 -0.102 -0.086 -0.499 -0.322
O 6.6120 -4.1577 4.8755 -0.308 0.402 0.384 0.082
O 5.1271 -2.6569 5.3524 0.239 -0.980 0.478 0.039
H 7.0405 -4.0667 10.8500 -0.034 0.008 -0.129 0.108
H 8.2942 -5.3888 9.1756 -0.093 0.072 -0.090 0.109
H 7.8022 -5.1363 6.7746 -0.188 0.183 -0.048 0.120
H 4.7675 -2.2151 7.7292 0.158 -0.144 -0.155 0.121
H 5.2746 -2.4923 10.1246 0.040 -0.050 -0.132 0.109
C -9.3115 3.5863 0.5378 0.024 -0.012 0.026 -0.074
C -7.9856 3.3095 0.2179 -0.129 -0.018 0.224 -0.065
C -7.1035 2.8884 1.2075 0.087 -0.036 -0.035 0.003
C -7.5625 2.7434 2.5155 -0.529 0.364 -0.580 -0.140
C -8.8870 3.0262 2.8437 -0.074 -0.006 0.074 -0.002
C -9.7612 3.4495 1.8481 0.245 -0.060 -0.100 -0.068
N -6.6429 2.2759 3.5559 0.130 -0.096 0.279 -0.320
O -5.4768 2.0544 3.2336 -3.322 0.176 -0.662 -0.285
O -7.0869 2.1289 4.6852 0.274 0.033 -0.625 0.080
H -9.9987 3.9095 -0.2385 0.088 -0.027 0.096 0.107
H -7.6402 3.4193 -0.8047 0.008 -0.021 0.147 0.110
H -6.0727 2.6759 0.9451 -0.105 -0.019 0.239 0.121
H -9.2505 2.9206 3.8600 0.248 -0.048 -0.093 0.119
H -10.7952 3.6695 2.0921 0.138 -0.033 0.019 0.108
C -11.6541 -3.2151 -1.8791 0.021 -0.027 0.019 -0.071
C -10.3739 -3.4480 -2.3730 -0.129 -0.120 0.195 -0.065
C -9.5931 -4.4643 -1.8329 0.092 -0.004 -0.053 0.001
C -10.1075 -5.2454 -0.7995 -0.464 0.628 -0.352 -0.145
C -11.3856 -5.0125 -0.2955 -0.071 -0.048 0.082 -0.001
C -12.1581 -3.9921 -0.8399 0.243 -0.012 -0.122 -0.066
N -9.2986 -6.3330 -0.2446 0.326 -0.488 0.047 -0.353
O -8.1729 -6.4962 -0.7001 -0.634 0.126 0.306 0.065
O -9.7939 -7.0187 0.6387 0.289 0.390 -0.386 0.073
H -12.2630 -2.4243 -2.3071 0.078 -0.093 0.057 0.108
H -9.9856 -2.8382 -3.1821 -0.003 -0.103 0.108 0.110
H -8.5972 -4.6355 -2.2267 -0.127 -0.138 0.186 0.121
H -11.7911 -5.6128 0.5117 0.233 -0.028 -0.127 0.120
H -13.1557 -3.8041 -0.4571 0.131 -0.062 -0.013 0.109

(2)
16
Properties=species:S:1:pos:R:3:forces:R:3:lowdin_spin:R:1 method="wB97M-V/def2-TZVPD" multiplicity=3 total_charge=0 homo_lumo_gap_ev="6.15 / 7.62" relative_energy_kcal_mol=62.5 e_homo_ev="-5.0018 / -10.0178" s_squared=2.01 energy_ha=-288.48790
C 0.7995 -1.5512 0.3846 -4.775 -4.977 10.301 0.538
C 0.3749 0.9736 -1.0384 -2.854 -2.500 0.132 0.011
C 0.8591 -0.1475 0.8609 -1.490 -1.363 -3.147 0.182
C -0.4063 0.7216 0.2949 -0.066 0.939 1.762 0.077
C 1.4773 -0.0115 -0.6764 -0.583 0.812 -0.257 0.142
C -1.7738 -0.0205 0.2629 1.377 -0.130 -2.215 0.022
N 1.2550 -1.4819 -0.7792 2.868 3.573 -5.395 0.936
H 0.4355 -2.4979 0.9728 0.646 1.876 -1.418 0.035
H -0.3287 0.6482 -1.8190 0.655 -0.383 -0.311 0.005
H 0.5081 1.9721 -1.2868 1.223 1.853 -0.043 0.001
H 1.2648 0.1266 1.7976 0.910 0.235 0.755 0.024
H -0.6034 1.6564 0.9419 0.841 -1.121 -1.017 0.011
H 2.5038 0.1722 -0.7210 1.535 0.860 -0.780 0.003
H -1.5497 -1.1187 0.0992 -0.732 1.205 -0.481 0.011
H -2.4822 0.5186 -0.4286 0.901 -1.021 -0.130 0.002
H -2.3339 0.0398 1.1344 -0.455 0.142 2.245 0.001